The following is a quantum chemistry calculation of a molecular structure, C41H55LuN3O3 at a distorted geometry, from OMol25.

Last column: Mulliken charge in e.
Cartesian coordinates (Å):
1 Lu 0.4164 -1.7496 -0.9858  2.20
2 O -0.9988 -0.4993 -2.1214  -1.07
3 O 1.4564 -1.5552 1.0082  -0.89
4 O 2.1321 -2.0209 -1.9666  -0.70
5 N 0.1959 0.4515 -0.0866  -0.29
6 N -0.9308 -3.0502 0.4528  -0.06
7 N -0.8772 -3.4871 -2.2426  0.25
8 C -2.3401 -5.4062 -2.0410  -1.20
9 C 1.7784 -0.3737 1.4502  0.75
10 C 1.3434 2.0243 1.4076  -0.05
11 C 1.8033 3.3103 4.6128  -1.73
12 C 3.5188 -1.1142 -3.8103  -1.30
13 C 2.8980 -0.1578 2.2740  -0.54
14 C -2.7465 1.1326 -2.0856  -0.75
15 C -2.3834 4.5519 1.4237  -2.03
16 C -1.5118 -3.8586 2.6659  -1.09
17 C -2.6699 2.7809 -0.2643  -0.27
18 C -3.2524 2.2269 -1.3973  -0.06
19 C 1.0712 0.7657 0.9327  -0.17
20 C -1.9829 -5.8401 -3.3025  -0.43
21 C -2.3971 0.3106 -4.4771  -1.52
22 C -4.1336 -0.7726 -3.0083  -1.44
23 C -3.3913 0.5474 -3.3576  2.12
24 C -3.8944 4.9887 -0.4748  -1.73
25 C -2.5623 -4.8286 0.7467  -1.18
26 C 2.3080 2.2095 2.4535  -0.90
27 C 2.3407 3.5157 3.1902  2.35
28 C -1.5119 0.6107 -1.6936  0.74
29 C 4.6541 -1.5651 1.2853  -1.58
30 C 3.8115 3.9746 3.3578  -1.82
31 C 3.5236 -1.8876 -2.4626  0.59
32 C 3.8630 -1.3055 2.5890  2.46
33 C -0.8677 1.2042 -0.5513  -0.21
34 C -0.5535 -3.9180 -3.4763  -0.41
35 C 3.2487 -2.5674 3.1970  -1.48
36 C -0.9347 -2.9290 1.8231  -0.33
37 C 4.0270 -3.2988 -2.7765  -1.15
38 C 4.8472 -0.8681 3.6978  -2.31
39 C -1.4995 2.2386 0.2083  -0.04
40 C -3.3655 3.9115 0.4467  1.91
41 C 1.5956 4.6304 2.4624  -2.13
42 C -1.0626 -5.1035 -4.0552  -0.93
43 C 3.1582 1.1435 2.7942  -0.28
44 C -4.6542 3.3204 1.1435  -1.65
45 C -1.6821 -4.2667 -1.4794  0.88
46 C -4.4272 1.5338 -4.0123  -1.95
47 C -1.7334 -4.0005 -0.0494  1.35
48 C -2.4976 -4.7049 2.1134  -0.53
49 H 4.4133 3.2820 3.9540  0.35
50 H 0.1317 -3.2863 -3.9983  0.57
51 H 2.2925 -2.8499 2.7897  0.04
52 H -4.6842 4.5441 -1.1131  0.38
53 H -2.4719 -6.7444 -3.7143  0.39
54 H 4.2165 -3.7733 -1.8097  0.28
55 H -4.4507 5.7863 0.0662  0.42
56 H 2.4520 2.6881 5.2493  0.35
57 H 1.8562 4.6631 1.4322  0.52
58 H 2.9036 -1.7196 -4.4631  0.28
59 H 5.0194 -0.6083 0.8691  0.37
60 H -1.4814 4.9727 0.8516  0.35
61 H -3.1481 -5.6078 0.3001  0.31
62 H -4.7088 1.2226 -5.0390  0.40
63 H -1.0548 2.4925 1.1854  0.66
64 H 3.8756 4.9385 3.8195  0.51
65 H 5.5011 -1.6908 3.9040  0.50
66 H 3.1939 -3.8351 -3.2794  0.21
67 H -2.9505 -6.0558 -1.4373  0.32
68 H -4.6789 -1.1373 -3.8667  0.49
69 H 0.5417 4.6290 2.6609  0.23
70 H 4.4133 -0.5809 4.6777  0.41
71 H -0.4876 -2.0429 2.2007  0.65
72 H 0.8563 2.9066 0.9792  1.12
73 H -1.8961 3.9573 2.1729  0.43
74 H 4.9571 -3.3290 -3.3677  0.42
75 H 0.8506 2.8126 4.6205  0.37
76 H 4.0358 1.3410 3.3837  0.38
77 H -2.8925 5.3662 1.9593  0.50
78 H -4.1975 2.6163 -1.7325  0.30
79 H -5.4191 3.1908 0.3962  0.43
80 H -3.9300 2.4960 -4.1521  0.47
81 H -1.5331 -0.2487 -4.1025  0.07
82 H 5.4945 -0.0254 3.3854  0.43
83 H 1.6491 4.2281 5.1665  0.47
84 H 3.0541 -0.1154 -3.6971  0.29
85 H -0.6903 -5.3442 -5.0106  0.47
86 H 4.0123 -1.2972 -1.6294  0.01
87 H 1.9500 5.6027 2.8768  0.50
88 H -2.9301 -0.2523 -5.2717  0.46
89 H -3.2141 -5.2692 2.6607  0.50
90 H -3.4150 -1.5204 -2.7013  0.17
91 H 3.1145 -2.4118 4.2786  0.45
92 H 4.3022 4.0033 2.3632  0.38
93 H -4.4551 2.3693 1.6390  0.32
94 H 4.5177 -1.0185 -4.2471  0.40
95 H 5.5068 -2.2340 1.5056  0.43
96 H -1.9727 1.2070 -4.9607  0.35
97 H -4.8033 -0.6356 -2.1653  0.28
98 H 4.0669 -2.0129 0.5323  0.26
99 H 3.9285 -3.4517 3.1989  0.40
100 H -1.2932 -3.6351 3.6892  0.41
101 H -3.1457 5.4626 -1.0803  0.39
102 H -5.0013 4.0520 1.8685  0.44
103 H -5.3305 1.6482 -3.3564  0.34

Forces on atoms 1 to 6 (eV/Å):
Lu 0.335 0.577 -0.507
O -0.365 0.559 -0.152
O 0.377 1.301 0.436
O 1.347 0.272 -0.708
N -0.371 0.733 0.213
N -1.372 -0.357 1.425

multiplicity = 1
E_LUMO (spin up / spin down) = -4.6 / -4.4 eV
net charge = +1
relative energy (zero: lowest compared OMol25 entry of this formula, charge and spin) = 22.4 kcal per mole